one) {"formula": "C40H80O10", "method": "ωB97M-V with the def2-TZVPD basis set", "gap_ev": 9.3706, "homo_ev": -9.20, "smiles": "C1CCOC1.C1CCOC1.C1CCOC1.C1CCOC1.C1CCOC1.C1CCOC1.C1CCOC1.C1CCOC1.C1CCOC1.C1CCOC1", "multiplicity": 1, "lumo_energy_ev": 0.17, "species": ["C", "C", "C", "O", "C", "H", "H", "H", "H", "H", "H", "H", "H", "C", "C", "C", "O", "C", "H", "H", "H", "H", "H", "H", "H", "H", "C", "C", "C", "O", "C", "H", "H", "H", "H", "H", "H", "H", "H", "C", "C", "C", "O", "C", "H", "H", "H", "H", "H", "H", "H", "H", "C", "C", "C", "O", "C", "H", "H", "H", "H", "H", "H", "H", "H", "C", "C", "C", "O", "C", "H", "H", "H", "H", "H", "H", "H", "H", "C", "C", "C", "O", "C", "H", "H", "H", "H", "H", "H", "H", "H", "C", "C", "C", "O", "C", "H", "H", "H", "H", "H", "H", "H", "H", "C", "C", "C", "O", "C", "H", "H", "H", "H", "H", "H", "H", "H", "C", "C", "C", "O", "C", "H", "H", "H", "H", "H", "H", "H", "H"], "positions_angstrom": [[23.123, 12.799, -23.142], [21.933, 13.596, -23.691], [22.475, 14.210, -25.006], [23.822, 13.806, -25.127], [24.306, 13.536, -23.794], [23.247, 11.745, -23.379], [23.175, 12.939, -22.057], [21.705, 14.455, -23.057], [21.068, 12.951, -23.840], [22.386, 15.302, -25.043], [21.930, 13.831, -25.875], [24.544, 14.487, -23.304], [25.184, 12.901, -23.893], [22.106, 9.150, -22.059], [22.890, 9.843, -20.934], [23.529, 8.695, -20.157], [22.605, 7.599, -20.292], [21.834, 7.745, -21.490], [22.784, 9.021, -22.907], [21.202, 9.682, -22.333], [22.271, 10.472, -20.291], [23.678, 10.534, -21.247], [23.621, 8.872, -19.090], [24.455, 8.370, -20.643], [20.775, 7.646, -21.216], [22.072, 6.942, -22.198], [25.569, 18.333, -23.266], [24.701, 18.544, -22.023], [24.280, 17.108, -21.771], [25.522, 16.424, -21.859], [26.269, 16.992, -22.926], [26.202, 19.196, -23.475], [24.949, 18.227, -24.160], [23.867, 19.236, -22.140], [25.320, 18.858, -21.181], [23.581, 16.713, -22.526], [23.830, 16.959, -20.790], [26.239, 16.322, -23.795], [27.324, 17.157, -22.700], [16.133, 15.758, -22.480], [17.066, 14.779, -23.213], [18.329, 15.649, -23.470], [17.996, 16.999, -23.206], [16.581, 17.096, -23.021], [16.349, 15.633, -21.417], [15.102, 15.480, -22.685], [16.660, 14.377, -24.140], [17.425, 13.948, -22.605], [18.738, 15.479, -24.473], [19.107, 15.308, -22.777], [16.223, 17.265, -24.046], [16.286, 17.947, -22.412], [25.018, 16.349, -17.896], [24.582, 17.576, -17.134], [25.911, 18.145, -16.584], [26.946, 17.476, -17.261], [26.443, 16.641, -18.330], [24.265, 16.155, -18.657], [25.081, 15.432, -17.309], [23.836, 17.395, -16.360], [24.155, 18.322, -17.809], [26.037, 17.924, -15.525], [25.963, 19.216, -16.783], [27.086, 15.766, -18.401], [26.525, 17.210, -19.266], [20.504, 13.773, -18.586], [20.190, 14.657, -19.779], [21.402, 15.596, -19.765], [22.483, 14.801, -19.297], [22.026, 13.653, -18.563], [20.047, 12.783, -18.686], [20.137, 14.141, -17.629], [19.267, 15.216, -19.599], [20.070, 14.150, -20.737], [21.216, 16.424, -19.072], [21.677, 15.932, -20.763], [22.310, 13.776, -17.517], [22.490, 12.834, -19.097], [16.607, 12.552, -14.225], [16.478, 12.457, -15.728], [17.901, 12.135, -16.220], [18.624, 11.684, -15.096], [17.788, 11.625, -13.944], [15.695, 12.319, -13.677], [16.887, 13.547, -13.851], [16.045, 13.248, -16.340], [15.833, 11.593, -15.944], [18.374, 13.069, -16.545], [17.919, 11.466, -17.078], [18.393, 11.838, -13.066], [17.384, 10.604, -13.829], [18.838, 15.643, -15.263], [20.135, 15.363, -14.519], [20.498, 16.809, -14.156], [19.268, 17.428, -13.769], [18.190, 16.681, -14.354], [18.180, 14.771, -15.332], [18.958, 15.900, -16.319], [20.957, 14.929, -15.092], [20.009, 14.759, -13.620], [20.986, 17.315, -15.004], [21.174, 16.931, -13.303], [17.368, 17.226, -14.817], [17.759, 16.153, -13.491], [23.921, 13.188, -14.146], [24.556, 13.376, -15.531], [24.602, 11.934, -16.056], [24.811, 11.118, -14.928], [24.358, 11.772, -13.732], [22.835, 13.194, -14.254], [24.253, 13.931, -13.425], [25.609, 13.665, -15.461], [23.995, 14.086, -16.127], [25.366, 11.753, -16.808], [23.614, 11.718, -16.504], [25.221, 11.835, -13.065], [23.529, 11.197, -13.318], [16.725, 10.885, -21.609], [16.662, 9.401, -21.136], [17.777, 8.720, -21.921], [18.720, 9.749, -22.272], [18.193, 11.069, -22.002], [16.452, 11.507, -20.760], [16.051, 10.932, -22.465], [15.730, 8.833, -21.191], [16.798, 9.411, -20.048], [17.384, 8.350, -22.876], [18.262, 7.965, -21.299], [18.301, 11.579, -22.961], [18.806, 11.500, -21.215]], "mulliken_charge": [0.552, 0.436, -0.675, -0.467, -0.123, -0.062, -0.141, -0.501, 0.151, 0.303, 0.327, -0.274, 0.436, -0.251, 0.183, -0.560, -0.457, -0.086, 0.247, 0.110, -0.171, 0.266, 0.267, 0.281, -0.076, 0.271, -0.794, -0.589, 0.725, -0.462, -0.274, 0.383, 0.304, 0.381, 0.292, -0.062, -0.390, 0.189, 0.321, -0.549, -0.041, 0.320, -0.465, -0.514, 0.236, 0.353, 0.374, -0.234, 0.258, -0.335, 0.272, 0.355, 1.358, -0.401, -0.525, -0.489, -0.267, -0.591, -0.493, 0.081, 0.313, 0.307, 0.280, 0.334, 0.057, 0.619, -0.014, -0.515, -0.408, 0.717, 0.384, -0.955, 0.430, -0.183, 0.172, 0.255, -0.665, 0.016, -0.140, -0.740, 0.449, -0.437, -0.504, 0.424, -0.119, 0.322, 0.327, -0.456, 0.354, 0.334, 0.298, 0.498, 0.237, -0.483, -0.440, -0.649, -0.555, 0.080, -0.140, 0.247, 0.192, 0.335, 0.364, 0.251, -0.417, 0.457, -0.301, -0.462, -0.543, -0.015, 0.441, 0.292, -0.372, 0.335, 0.111, 0.259, 0.307, -0.424, -0.710, -0.452, -0.390, 0.156, 0.351, 0.297, 0.418, 0.187, 0.310, 0.256, 0.175, -0.175]}

two) {"formula": "C40H80O10", "method": "ωB97M-V with the def2-TZVPD basis set", "gap_ev": 9.7879, "homo_ev": -9.21, "smiles": "C1CCOC1.C1CCOC1.C1CCOC1.C1CCOC1.C1CCOC1.C1CCOC1.C1CCOC1.C1CCOC1.C1CCOC1.C1CCOC1", "multiplicity": 1, "lumo_energy_ev": 0.58, "species": ["C", "C", "C", "O", "C", "H", "H", "H", "H", "H", "H", "H", "H", "C", "C", "C", "O", "C", "H", "H", "H", "H", "H", "H", "H", "H", "C", "C", "C", "O", "C", "H", "H", "H", "H", "H", "H", "H", "H", "C", "C", "C", "O", "C", "H", "H", "H", "H", "H", "H", "H", "H", "C", "C", "C", "O", "C", "H", "H", "H", "H", "H", "H", "H", "H", "C", "C", "C", "O", "C", "H", "H", "H", "H", "H", "H", "H", "H", "C", "C", "C", "O", "C", "H", "H", "H", "H", "H", "H", "H", "H", "C", "C", "C", "O", "C", "H", "H", "H", "H", "H", "H", "H", "H", "C", "C", "C", "O", "C", "H", "H", "H", "H", "H", "H", "H", "H", "C", "C", "C", "O", "C", "H", "H", "H", "H", "H", "H", "H", "H"], "positions_angstrom": [[2.060, -23.254, -6.715], [1.012, -23.717, -5.678], [1.842, -24.014, -4.428], [3.204, -24.239, -4.907], [3.377, -23.313, -5.967], [1.877, -22.243, -7.044], [2.074, -23.906, -7.542], [0.641, -24.698, -5.960], [0.187, -22.986, -5.533], [1.441, -24.904, -3.984], [1.880, -23.186, -3.742], [4.255, -23.630, -6.531], [3.647, -22.303, -5.573], [-2.015, -21.248, -1.472], [-1.554, -19.951, -0.784], [-0.576, -20.581, 0.246], [0.055, -21.582, -0.487], [-0.725, -21.919, -1.621], [-2.444, -21.080, -2.503], [-2.653, -21.820, -0.830], [-2.361, -19.534, -0.218], [-1.047, -19.251, -1.410], [-1.054, -21.018, 1.122], [0.139, -19.783, 0.555], [-0.845, -23.011, -1.684], [-0.153, -21.644, -2.484], [8.575, -26.759, -0.344], [8.870, -26.672, 1.204], [9.550, -25.283, 1.308], [9.629, -24.726, 0.027], [9.671, -25.765, -0.873], [7.571, -26.327, -0.638], [8.688, -27.745, -0.791], [9.538, -27.482, 1.528], [8.061, -26.721, 1.931], [10.546, -25.445, 1.708], [8.912, -24.639, 1.912], [10.668, -26.268, -0.870], [9.434, -25.450, -1.842], [5.441, -22.542, -1.868], [6.626, -23.422, -2.372], [5.956, -24.807, -2.551], [5.066, -24.863, -1.444], [4.412, -23.605, -1.425], [5.040, -21.857, -2.619], [5.877, -21.989, -1.033], [7.495, -23.429, -1.713], [6.976, -23.022, -3.315], [6.609, -25.693, -2.544], [5.487, -24.830, -3.540], [3.955, -23.428, -0.480], [3.534, -23.599, -2.143], [4.747, -25.715, 3.753], [4.433, -24.678, 2.657], [5.838, -24.657, 1.991], [6.771, -24.765, 3.100], [6.062, -25.090, 4.284], [4.983, -26.676, 3.295], [3.949, -25.824, 4.460], [4.130, -23.686, 2.983], [3.705, -25.148, 2.043], [6.050, -23.711, 1.447], [5.973, -25.545, 1.347], [5.817, -24.177, 4.865], [6.725, -25.698, 4.928], [4.397, -27.598, -4.980], [3.632, -27.328, -3.673], [2.261, -27.930, -4.049], [2.027, -27.522, -5.331], [3.245, -27.388, -6.043], [4.814, -28.615, -4.966], [5.260, -26.957, -5.120], [3.510, -26.287, -3.417], [4.066, -27.888, -2.798], [1.506, -27.469, -3.357], [2.213, -29.062, -3.883], [3.385, -26.418, -6.560], [3.352, -28.144, -6.815], [3.694, -19.036, 3.054], [2.542, -19.609, 2.211], [2.971, -21.107, 1.994], [4.345, -21.173, 2.376], [4.447, -20.281, 3.458], [3.461, -18.423, 3.886], [4.355, -18.421, 2.489], [2.447, -19.093, 1.294], [1.592, -19.642, 2.765], [2.837, -21.441, 0.940], [2.333, -21.762, 2.604], [5.486, -20.113, 3.738], [3.944, -20.719, 4.304], [1.814, -26.983, -0.096], [0.506, -26.211, 0.302], [0.852, -25.765, 1.718], [1.722, -26.774, 2.269], [2.212, -27.684, 1.234], [2.593, -26.231, -0.249], [1.727, -27.672, -0.912], [-0.321, -26.895, 0.236], [0.289, -25.455, -0.459], [-0.030, -25.712, 2.398], [1.283, -24.747, 1.735], [1.720, -28.649, 1.391], [3.238, -27.805, 1.417], [5.776, -19.075, -1.955], [4.654, -19.175, -0.928], [3.435, -19.049, -1.789], [3.748, -18.132, -2.801], [5.213, -17.991, -2.844], [5.850, -20.073, -2.416], [6.722, -18.866, -1.443], [4.684, -18.360, -0.202], [4.599, -20.065, -0.301], [2.554, -18.761, -1.208], [3.147, -20.020, -2.315], [5.542, -16.989, -2.439], [5.606, -18.170, -3.871], [9.030, -21.524, 0.800], [8.015, -20.826, 1.878], [7.981, -19.347, 1.389], [8.698, -19.333, 0.132], [8.759, -20.658, -0.441], [8.735, -22.599, 0.686], [10.021, -21.498, 1.175], [8.447, -20.921, 2.842], [7.021, -21.336, 1.835], [8.495, -18.641, 2.048], [6.914, -19.060, 1.217], [9.506, -20.692, -1.240], [7.762, -21.015, -0.800]], "mulliken_charge": [-0.672, -0.605, -0.166, 0.060, -0.605, 0.332, 0.271, 0.308, 0.330, 0.143, 0.066, 0.404, 0.238, -0.529, -0.754, -0.208, -0.212, -0.215, 0.323, 0.290, 0.406, 0.322, 0.292, 0.021, 0.068, 0.192, 0.149, -0.584, -0.061, -0.402, -0.689, -0.494, 0.503, 0.323, 0.106, 0.349, 0.046, 0.300, 0.470, 1.862, -0.830, -0.240, -0.418, 0.084, 0.436, -1.469, -0.019, 0.512, 0.646, -0.231, 0.475, -1.023, -0.585, 0.753, 1.086, -0.472, -0.606, 0.242, 0.426, -0.109, -0.659, -0.765, -0.058, 0.238, 0.346, -0.775, 0.701, -0.469, -0.457, -0.209, 0.347, 0.321, -0.781, 0.455, 0.189, 0.300, -0.036, 0.407, -1.089, -0.133, -0.473, 0.143, -0.680, 0.458, 0.150, -0.150, 0.474, 0.019, 0.616, 0.468, 0.338, 0.354, -0.551, 0.083, -0.482, -0.534, -0.420, 0.378, 0.386, 0.088, 0.414, -0.220, 0.369, 0.208, 0.196, 0.263, 0.056, -0.480, -0.642, -0.171, 0.266, 0.145, -0.247, 0.226, -0.158, 0.276, 0.325, -0.021, -0.128, 0.014, -0.538, 0.290, -0.503, 0.461, 0.607, -0.472, 0.343, -0.115, 0.462, -0.393]}

List of relative energies, unit hartree: one) 0.0000; two) 0.0035

one) {"formula": "C5H9IN", "method": "ωB97M-V with the def2-TZVPD basis set", "gap_ev": [6.4124, 9.1743], "total_charge": 1, "homo_ev": [-12.08, -13.36], "multiplicity": 1, "lumo_energy_ev": [-5.66, -4.18], "species": ["C", "C", "C", "C", "C", "N", "I", "H", "H", "H", "H", "H", "H", "H", "H", "H"], "positions_angstrom": [[-1.352, 0.465, -0.652], [0.828, 1.297, 0.502], [-0.871, -1.011, -0.137], [-0.599, 1.468, 0.141], [1.593, -0.147, 0.545], [0.566, -1.123, -0.216], [3.704, 0.028, 0.021], [-1.136, 0.412, -1.794], [-2.392, 0.437, -0.459], [1.119, 1.817, -0.382], [1.275, 1.798, 1.432], [-1.184, -1.150, 0.895], [-1.175, -1.751, -0.793], [-1.348, 2.115, 0.799], [0.911, -1.959, 0.254], [0.759, -1.168, -1.156]], "mulliken_charge": [-0.476, -0.169, -0.766, -0.699, -0.359, -0.087, 0.233, 0.301, 0.355, 0.394, 0.420, 0.374, 0.442, 0.260, 0.406, 0.369]}

two) {"formula": "C5H9IN", "method": "ωB97M-V with the def2-TZVPD basis set", "gap_ev": 9.8848, "total_charge": 1, "homo_ev": -13.26, "multiplicity": 1, "lumo_energy_ev": -3.38, "species": ["C", "C", "C", "C", "C", "N", "I", "H", "H", "H", "H", "H", "H", "H", "H", "H"], "positions_angstrom": [[3.602, -0.198, -1.300], [3.186, 0.814, -0.756], [-0.929, 1.564, 0.132], [-0.053, -0.131, 1.775], [-0.312, 0.280, 0.542], [0.296, -0.488, -0.594], [2.816, 2.300, 0.639], [4.023, -0.964, -1.798], [-1.802, 1.426, -0.400], [-0.402, 2.356, -0.461], [-1.269, 2.164, 0.959], [-0.561, 0.511, 2.521], [0.480, -1.111, 1.944], [1.311, -0.524, -0.630], [-0.195, -0.107, -1.348], [0.094, -1.537, -0.424]], "mulliken_charge": [0.202, -0.852, -1.521, -0.754, 0.628, -0.043, 0.283, 0.453, 0.494, 0.334, 0.394, 0.283, 0.252, 0.047, 0.375, 0.425]}

List of relative energies, unit hartree: one) 0.0690; two) 0.0000

one) {"formula": "C8H16N3O", "method": "ωB97M-V with the def2-TZVPD basis set", "gap_ev": [9.9442, 9.9434], "total_charge": 1, "homo_ev": [-13.53, -13.53], "multiplicity": 1, "lumo_energy_ev": [-3.58, -3.58], "species": ["C", "C", "C", "C", "C", "C", "C", "C", "N", "N", "N", "O", "H", "H", "H", "H", "H", "H", "H", "H", "H", "H", "H", "H", "H", "H", "H", "H"], "positions_angstrom": [[-0.182, 0.491, 2.341], [0.364, 0.406, 1.114], [1.860, -0.708, -0.351], [-2.683, 0.284, -0.141], [-1.939, -0.897, -0.568], [-1.853, -2.208, 0.183], [2.280, 1.623, 0.351], [-0.618, 1.087, -1.432], [3.191, -0.762, -0.633], [1.413, 0.498, 0.382], [-1.205, 0.341, -0.339], [1.065, -1.506, -0.708], [-1.201, 0.313, 2.604], [0.606, 0.740, 3.070], [-3.239, 0.863, -0.741], [-2.850, 0.343, 0.983], [-2.119, -0.972, -1.605], [-1.723, -2.149, 1.265], [-1.304, -2.984, -0.149], [-2.849, -2.546, 0.228], [1.730, 2.584, 0.324], [2.879, 1.627, 1.256], [2.733, 1.676, -0.637], [0.333, 0.733, -1.692], [-1.300, 0.949, -2.314], [-0.727, 2.095, -1.317], [3.944, -0.220, -0.323], [3.396, -1.702, -1.150]], "mulliken_charge": [-0.911, 0.828, 0.522, -0.276, 0.141, -1.751, -1.249, -1.167, -0.417, 0.076, 0.168, -0.462, 0.242, 0.275, 0.334, 0.112, 0.410, 0.267, 0.418, 0.491, 0.342, 0.406, 0.535, 0.289, 0.443, 0.438, 0.180, 0.316]}

two) {"formula": "C8H16N3O", "method": "ωB97M-V with the def2-TZVPD basis set", "gap_ev": [7.4700, 8.9677], "total_charge": 1, "homo_ev": [-11.99, -13.17], "multiplicity": 1, "lumo_energy_ev": [-4.52, -4.20], "species": ["C", "C", "C", "C", "C", "C", "C", "C", "N", "N", "N", "O", "H", "H", "H", "H", "H", "H", "H", "H", "H", "H", "H", "H", "H", "H", "H", "H"], "positions_angstrom": [[2.773, 0.079, 0.632], [1.706, -1.128, -1.086], [-0.209, 0.917, -0.297], [-0.477, -0.561, 0.295], [-0.822, 1.077, -1.627], [-0.867, 2.001, 0.656], [0.058, -0.762, 1.678], [-1.904, -1.102, 0.218], [2.664, -0.905, -0.193], [1.180, 1.296, -0.486], [0.363, -1.440, -0.709], [2.119, 1.190, 0.510], [3.437, 0.218, 1.566], [1.925, -1.469, -2.070], [-1.863, 1.070, -1.490], [-0.568, 0.497, -2.519], [-0.447, 2.073, -1.975], [-1.945, 1.708, 0.949], [-0.917, 2.969, -0.042], [-0.336, 2.282, 1.536], [-0.604, -1.144, 2.420], [0.301, 0.274, 2.125], [1.051, -1.487, 1.574], [-2.714, -0.405, 0.719], [-1.893, -2.203, 0.579], [-2.248, -1.199, -0.915], [-0.304, -1.422, -1.618], [0.541, -2.425, -0.431]], "mulliken_charge": [0.189, -0.209, 1.389, 0.850, -1.952, -1.361, -1.416, -1.395, -0.437, -0.685, -0.153, -0.092, 0.362, 0.462, 0.464, 0.345, 0.519, 0.271, 0.337, 0.445, 0.438, 0.261, 0.260, 0.295, 0.427, 0.409, 0.511, 0.468]}

List of relative energies, unit hartree: one) 0.0000; two) 0.1078